Model 1:
Molecular formula: C3H4INO
Method: DFT, wB97M-V/def2-TZVPD

Positions of all 10 atoms, in Å:
I -2.94 -0.41 -0.60
O 0.44 -1.90 -0.02
N -0.90 1.66 -0.36
C 1.12 -2.33 0.88
C -1.67 0.91 0.21
C 0.10 2.27 -0.80
H 1.05 1.83 -0.81
H 0.78 -3.12 1.50
H 2.13 -2.15 1.10
H -0.11 3.23 -1.12

The gap between HOMO and LUMO comes out at 8.01 eV. The lowest unoccupied orbital energy is 0.29 eV. The calculation puts the HOMO energy at -7.722 eV.

=====

Model 2:
Molecular formula: C3H4INO
Method: DFT, wB97M-V/def2-TZVPD

Positions of all 10 atoms, in Å:
I 3.59 1.20 1.51
O 3.42 -2.77 1.72
N 1.92 -1.17 1.08
C 2.85 -1.84 1.44
C 0.88 0.14 -0.23
C 1.73 0.19 1.01
H 0.91 0.46 1.80
H 0.35 1.04 -0.58
H 1.56 -0.26 -0.98
H 0.16 -0.80 0.02

The gap between HOMO and LUMO comes out at 9.75 eV. The lowest unoccupied orbital energy is -0.12 eV. The calculation puts the HOMO energy at -9.876 eV. The structure (SMILES) is C[C@H](I)N=C=O.

=====

The winner here is model 2, beating the second structure by 231.4 kJ/mol.

=====

Model 1:
Molecular formula: C4H5FS
Method: DFT, wB97M-V/def2-TZVPD

Positions of all 11 atoms, in Å:
S -3.26 -1.05 -0.06
F -2.99 1.56 0.37
C -0.89 0.73 -0.73
C -0.07 -0.46 -0.13
C 0.68 -0.56 0.94
C -2.50 0.40 -0.08
H 0.94 0.33 1.54
H 1.19 -1.46 1.16
H -1.22 0.30 -1.71
H -0.67 1.84 -0.75
H -0.27 -1.46 -0.57

The gap between HOMO and LUMO comes out at 9.39 eV. The lowest unoccupied orbital energy is -0.01 eV. The calculation puts the HOMO energy at -9.399 eV. The structure (SMILES) is C=CCC(F)=S.

=====

Model 2:
Molecular formula: C4H5FS
Method: DFT, wB97M-V/def2-TZVPD

Positions of all 11 atoms, in Å:
S 0.47 -1.41 -0.06
F -0.30 1.53 -1.23
C 1.20 0.24 0.13
C 0.05 1.21 0.11
C -1.09 0.45 0.69
C -1.00 -0.85 0.61
H -2.02 0.98 0.98
H 0.29 2.20 0.55
H 1.84 0.44 -0.72
H -1.72 -1.62 0.85
H 1.82 0.44 1.02

The gap between HOMO and LUMO comes out at 9.47 eV. The lowest unoccupied orbital energy is 0.89 eV. The calculation puts the HOMO energy at -8.573 eV. The structure (SMILES) is F[C@H]1C=CSC1.

=====

Model 3:
Molecular formula: C4H5FS
Method: DFT, wB97M-V/def2-TZVPD

Positions of all 11 atoms, in Å:
S 3.32 -0.01 -0.02
F 0.93 2.20 0.08
C -0.62 0.57 -0.10
C 0.67 0.86 0.08
C -1.33 -0.69 0.04
C 1.77 -0.27 0.03
H -1.89 -0.68 1.12
H -0.49 -1.44 -0.04
H -1.40 1.48 -0.62
H -2.13 -0.78 -0.72
H 1.17 -1.24 0.16

The gap between HOMO and LUMO comes out at 8.27 eV. The lowest unoccupied orbital energy is -0.70 eV. The calculation puts the HOMO energy at -8.966 eV. The structure (SMILES) is C/C=C(/F)C=S.

=====

Model 4:
Molecular formula: C4H5FS
Method: DFT, wB97M-V/def2-TZVPD

Positions of all 11 atoms, in Å:
S -2.26 1.25 0.10
F -0.20 0.99 -2.13
C 0.12 0.45 -1.00
C 1.36 -0.07 -0.95
C -0.86 0.38 0.01
C -0.57 -0.45 1.26
H 1.85 -0.61 -0.15
H -0.05 -1.43 1.05
H -1.46 -0.76 1.83
H 1.96 0.09 -1.88
H 0.10 0.17 1.86

The gap between HOMO and LUMO comes out at 7.73 eV. The lowest unoccupied orbital energy is -1.07 eV. The calculation puts the HOMO energy at -8.791 eV. The structure (SMILES) is C=C(F)C(C)=S.

=====

The winner here is model 2, beating the second structure by 83.5 kJ/mol.